Here is 2 unconnected molecules or ions with the total composition C6H9FSSi in a non-equilibrium geometry from the OMol25 dataset. Energies are from ωB97M-V/def2-TZVPD.

CARTESIAN COORDINATES (ANGSTROEM)
C (-0.360, 1.175, -2.957)
C (0.281, 1.156, -1.675)
C (-1.035, 0.040, -3.131)
C (0.061, 0.069, -0.915)
C (-0.331, 1.144, 2.956)
C (0.504, -2.231, 1.276)
F (2.375, -0.167, 0.684)
Si (0.785, -0.434, 0.778)
S (-0.987, -0.951, -1.718)
H (-0.148, 2.028, -3.620)
H (0.705, 2.074, -1.353)
H (-1.954, -0.059, -3.755)
H (-0.082, 2.091, 2.635)
H (-1.309, 0.974, 2.821)
H (0.088, 0.743, 3.754)
H (0.564, -2.829, 0.364)
H (1.261, -2.626, 1.985)
H (-0.419, -2.199, 1.870)

Kohn-Sham gap (spin up / spin down) ... 8.294 / 8.293 eV
HOMO level (spin up / spin down) ... -8.097 / -8.096 eV
Net charge ... 0
Relative energy (zero: lowest compared OMol25 entry of this formula, charge and spin) ... 272.3 kJ/mol
Max |F| ... 0.1022 hartree/bohr

Here are the Löwdin charges for atoms 1 to 2, given in e: C -0.186; C -0.223



Here is 2 unconnected molecules or ions with the total composition C11H24NO2S in a non-equilibrium geometry from the OMol25 dataset. Energies are from ωB97M-V/def2-TZVPD.

CARTESIAN COORDINATES (ANGSTROEM)
C (5.528, 1.078, 0.530)
C (4.263, 1.764, -0.309)
O (4.707, 3.114, -0.753)
C (3.911, 0.758, -1.593)
S (2.754, 1.568, -2.823)
C (1.015, 1.782, -2.160)
C (0.447, 0.526, -1.273)
C (-0.338, 1.044, 0.108)
C (-1.988, 0.965, -0.036)
O (-2.693, 1.927, 0.856)
H (6.431, 1.847, 0.645)
H (5.942, 0.155, -0.098)
H (5.177, 0.626, 1.560)
H (3.356, 1.825, 0.442)
H (3.914, 3.710, -0.515)
H (4.953, 0.601, -2.153)
H (3.584, -0.303, -1.220)
H (3.269, 2.879, -2.996)
H (0.952, 2.783, -1.525)
H (0.276, 1.935, -3.085)
H (-0.383, -0.014, -1.940)
H (1.254, -0.277, -0.992)
H (-0.058, 0.358, 1.041)
H (-0.101, 2.195, 0.320)
H (-2.310, 1.052, -1.159)
H (-2.314, -0.117, 0.320)
H (-2.424, 2.878, 0.637)
C (-4.647, -2.227, 2.498)
C (-4.880, -3.154, 1.309)
C (-3.668, -4.033, 0.993)
C (-2.474, -3.158, 0.650)
N (-1.483, -2.432, 0.365)
H (-3.835, -1.519, 2.305)
H (-5.547, -1.640, 2.704)
H (-4.399, -2.800, 3.399)
H (-5.138, -2.548, 0.432)
H (-5.742, -3.795, 1.522)
H (-3.891, -4.688, 0.143)
H (-3.417, -4.665, 1.852)

Kohn-Sham gap ... 9.588 eV
HOMO level ... -12.881 eV
Net charge ... +1
Relative energy (zero: lowest compared OMol25 entry of this formula, charge and spin) ... 444.9 kJ/mol
Max |F| ... 0.1932 hartree/bohr

Here are the Löwdin charges for atoms 1 to 2, given in e: C -0.060; C -0.391



Here is a molecular structure, C34H29Cl3FeGeN2O5P in a non-equilibrium geometry from the OMol25 dataset. Energies are from ωB97M-V/def2-TZVPD.

CARTESIAN COORDINATES (ANGSTROEM)
Fe (-1.248, -1.598, 0.337)
O (-1.361, -3.566, -0.670)
C (-0.245, -3.087, -0.377)
C (1.129, -3.341, -0.523)
C (1.662, -4.598, -0.948)
C (3.034, -4.763, -0.998)
C (3.899, -3.717, -0.660)
C (3.355, -2.478, -0.254)
C (1.996, -2.272, -0.180)
P (0.894, -0.746, 0.353)
C (1.431, 0.307, -1.088)
C (1.445, -0.276, -2.356)
C (1.756, 0.466, -3.490)
C (2.110, 1.803, -3.369)
C (2.138, 2.389, -2.109)
C (1.784, 1.651, -0.984)
C (1.972, -0.351, 1.805)
C (3.215, 0.258, 1.651)
C (4.002, 0.564, 2.760)
C (3.559, 0.255, 4.038)
C (2.326, -0.370, 4.198)
C (1.537, -0.667, 3.094)
H (0.986, -5.407, -1.203)
H (3.446, -5.723, -1.296)
H (4.972, -3.858, -0.706)
H (4.038, -1.672, -0.005)
H (1.209, -1.331, -2.453)
H (1.719, -0.005, -4.465)
H (2.371, 2.382, -4.249)
H (2.426, 3.429, -1.999)
H (1.768, 2.125, -0.009)
H (3.574, 0.512, 0.660)
H (4.964, 1.046, 2.618)
H (4.168, 0.500, 4.902)
H (1.970, -0.622, 5.191)
H (0.571, -1.139, 3.230)
O (-1.966, -3.657, 4.031)
C (-1.930, -2.965, 3.060)
O (-1.240, -2.109, 2.519)
C (-3.504, -3.265, 1.862)
O (-4.145, -4.201, 2.227)
O (-3.423, -2.394, 1.019)
Cl (-5.752, -0.162, -0.141)
Ge (-4.255, 0.395, 1.509)
Cl (-5.663, 0.305, 3.305)
Cl (-4.624, 2.769, 1.014)
C (0.780, 3.858, 2.423)
C (-0.618, 3.344, 2.043)
C (-1.521, 3.366, 3.285)
C (-1.208, 4.234, 0.937)
C (-0.472, 1.958, 1.545)
C (-0.306, 0.841, 1.085)
H (0.695, 4.838, 2.907)
H (1.412, 3.967, 1.536)
H (1.274, 3.166, 3.110)
H (-1.633, 4.396, 3.646)
H (-1.082, 2.759, 4.082)
H (-2.509, 2.974, 3.051)
H (-1.169, 5.287, 1.243)
H (-2.249, 3.965, 0.749)
H (-0.637, 4.114, 0.012)
N (-2.889, 1.287, -2.443)
C (-2.497, 0.792, -1.243)
N (-1.902, -0.362, -1.347)
C (-1.910, -0.672, -2.709)
C (-1.409, -1.781, -3.387)
C (-1.504, -1.788, -4.768)
C (-2.107, -0.726, -5.468)
C (-2.638, 0.364, -4.800)
C (-2.528, 0.364, -3.413)
H (-3.445, 2.115, -2.549)
H (-2.630, 1.358, -0.331)
H (-0.973, -2.609, -2.839)
H (-1.111, -2.632, -5.323)
H (-2.164, -0.766, -6.550)
H (-3.122, 1.174, -5.334)

Kohn-Sham gap (spin up / spin down) ... 4.823 / 6.977 eV
HOMO level (spin up / spin down) ... -0.616 / -2.870 eV
Net charge ... -2
Multiplicity ... 6
Relative energy (zero: lowest compared OMol25 entry of this formula, charge and spin) ... 324.4 kJ/mol
Max |F| ... 0.0225 hartree/bohr

Here are the Löwdin charges for atoms 1 to 2, given in e: Fe 0.503; O -0.025



Here is a molecular structure, C29H37IN2P2PtSi in a non-equilibrium geometry from the OMol25 dataset. Energies are from ωB97M-V/def2-TZVPD.

CARTESIAN COORDINATES (ANGSTROEM)
Pt (-1.157, -0.759, -0.661)
C (-3.752, 1.024, -0.295)
C (-2.549, 1.745, 0.220)
C (-2.658, 3.078, 0.572)
C (-1.574, 3.731, 1.120)
C (-0.418, 3.012, 1.353)
C (-0.340, 1.683, 0.955)
N (-1.375, 1.082, 0.349)
N (0.824, 0.950, 1.274)
Si (2.461, 1.827, 1.133)
C (2.921, 2.608, 2.771)
C (2.294, 3.183, -0.147)
C (3.682, 0.520, 0.594)
H (-4.643, 1.410, 0.199)
H (-3.685, -0.045, -0.114)
H (-3.874, 1.187, -1.369)
H (-3.605, 3.580, 0.433)
H (-1.641, 4.771, 1.409)
H (0.411, 3.471, 1.868)
H (3.586, 3.448, 2.558)
H (3.455, 1.950, 3.449)
H (2.062, 3.012, 3.313)
H (1.373, 3.171, -0.738)
H (3.133, 3.110, -0.847)
H (2.366, 4.157, 0.338)
H (3.234, -0.451, 0.364)
H (4.460, 0.366, 1.345)
H (4.182, 0.852, -0.318)
I (-2.883, -1.655, -2.653)
C (-2.351, 0.005, -3.805)
C (-3.017, 0.275, -4.964)
C (-2.497, 1.266, -5.823)
C (-1.297, 1.855, -5.536)
C (-0.585, 1.539, -4.353)
C (0.741, 2.012, -4.139)
C (1.442, 1.612, -3.039)
C (0.802, 0.846, -2.039)
C (-0.481, 0.387, -2.190)
C (-1.167, 0.657, -3.406)
H (-3.906, -0.273, -5.243)
H (-3.026, 1.506, -6.735)
H (-0.851, 2.554, -6.232)
H (1.194, 2.651, -4.885)
H (2.475, 1.919, -2.900)
H (1.355, 0.619, -1.128)
C (-2.404, -3.361, 1.884)
P (-1.350, -2.906, 0.458)
C (-1.726, -4.256, -0.698)
C (0.379, -3.192, 0.969)
C (0.937, -4.455, 0.795)
C (2.268, -4.717, 1.089)
C (3.062, -3.702, 1.586)
C (2.515, -2.449, 1.806)
C (1.181, -2.169, 1.511)
P (0.616, -0.521, 2.068)
C (1.668, -0.315, 3.531)
C (-0.975, -0.533, 2.925)
H (-2.538, -4.443, 1.920)
H (-3.382, -2.889, 1.787)
H (-1.952, -3.046, 2.819)
H (-1.602, -5.225, -0.216)
H (-1.106, -4.200, -1.590)
H (-2.775, -4.176, -0.990)
H (0.334, -5.259, 0.399)
H (2.674, -5.705, 0.923)
H (4.104, -3.876, 1.817)
H (3.164, -1.691, 2.220)
H (2.712, -0.146, 3.299)
H (1.591, -1.202, 4.159)
H (1.295, 0.551, 4.074)
H (-0.889, -1.271, 3.723)
H (-1.829, -0.745, 2.297)
H (-1.091, 0.454, 3.376)

Kohn-Sham gap ... 6.578 eV
HOMO level ... -12.990 eV
Net charge ... +2
Relative energy (zero: lowest compared OMol25 entry of this formula, charge and spin) ... 211.2 kJ/mol
Max |F| ... 0.0377 hartree/bohr

Here are the Löwdin charges for atoms 1 to 2, given in e: Pt 0.664; C -0.048



Here is a molecular structure, C30H36N2O7SSi2Tl from the OMol25 dataset. Energies are from ωB97M-V/def2-TZVPD.

CARTESIAN COORDINATES (ANGSTROEM)
Tl (-0.211, -0.606, 0.373)
O (-4.554, -1.244, -1.757)
C (-3.200, -1.186, -1.502)
O (-2.710, 0.051, -1.156)
C (-2.381, -2.248, -1.574)
C (-2.882, -3.575, -1.943)
C (-2.030, -4.595, -2.126)
C (-0.617, -4.408, -1.944)
C (-0.209, -3.178, -1.516)
N (-1.003, -2.115, -1.308)
C (1.256, -2.951, -1.224)
O (2.116, -3.775, -1.830)
O (1.695, -2.071, -0.527)
H (-5.020, -1.135, -0.917)
H (-3.949, -3.694, -2.071)
H (-2.406, -5.574, -2.398)
H (0.055, -5.251, -2.033)
H (1.600, -4.375, -2.387)
O (3.409, -1.236, 2.369)
C (2.189, -1.170, 2.523)
O (1.426, -0.273, 2.006)
C (1.512, -2.139, 3.474)
C (2.238, -2.424, 4.633)
C (1.743, -3.238, 5.635)
C (0.485, -3.806, 5.469)
C (-0.241, -3.551, 4.319)
C (0.240, -2.717, 3.294)
S (-0.812, -2.636, 1.864)
H (3.223, -1.982, 4.719)
H (2.328, -3.432, 6.527)
H (0.069, -4.453, 6.233)
H (-1.215, -4.006, 4.183)
C (-2.672, 0.631, 2.299)
Si (-1.403, 1.502, 1.264)
C (-0.161, 2.378, 2.333)
C (-2.303, 2.855, 0.276)
C (-2.489, 4.022, 1.030)
C (-3.163, 5.127, 0.524)
C (-3.664, 5.096, -0.767)
C (-3.490, 3.950, -1.534)
C (-2.825, 2.823, -1.037)
Si (-2.572, 1.362, -2.168)
C (-0.878, 1.502, -2.894)
C (-3.809, 1.317, -3.543)
H (-3.197, 1.342, 2.946)
H (-2.195, -0.140, 2.911)
H (-3.401, 0.135, 1.652)
H (-0.641, 2.838, 3.205)
H (0.344, 3.163, 1.763)
H (0.578, 1.655, 2.681)
H (-2.094, 4.077, 2.041)
H (-3.291, 6.011, 1.140)
H (-4.187, 5.954, -1.174)
H (-3.894, 3.930, -2.544)
H (-0.875, 2.308, -3.637)
H (-0.567, 0.570, -3.379)
H (-0.139, 1.739, -2.122)
H (-3.664, 2.172, -4.210)
H (-4.837, 1.316, -3.176)
H (-3.665, 0.403, -4.129)
O (1.536, 0.140, -1.645)
C (2.441, 0.929, -1.831)
C (3.563, 0.593, -2.787)
C (4.894, 0.656, -2.011)
C (4.783, 0.205, -0.534)
C (4.414, 1.319, 0.460)
C (2.972, 1.806, 0.345)
N (2.626, 2.084, -1.077)
H (3.555, 1.256, -3.656)
H (3.377, -0.422, -3.134)
H (5.305, 1.671, -2.044)
H (5.617, 0.024, -2.532)
H (5.746, -0.205, -0.230)
H (4.062, -0.616, -0.435)
H (5.100, 2.165, 0.310)
H (4.563, 0.944, 1.476)
H (2.810, 2.706, 0.936)
H (2.306, 1.038, 0.725)
H (3.344, 2.660, -1.496)

Kohn-Sham gap ... 6.005 eV
HOMO level ... -3.533 eV
Net charge ... -1
Max |F| ... 0.0138 hartree/bohr

Here are the Löwdin charges for atoms 1 to 2, given in e: Tl 0.794; O 0.031



Here is 9 unconnected molecules or ions with the total composition C4H28N3O8 in a non-equilibrium geometry from the OMol25 dataset. Energies are from ωB97M-V/def2-TZVPD.

CARTESIAN COORDINATES (ANGSTROEM)
C (2.517, -1.171, -0.577)
C (1.702, 0.058, -0.205)
C (0.622, -0.191, 0.844)
N (-0.174, -1.399, 0.611)
C (-1.139, -1.540, -0.326)
N (-1.862, -0.462, -0.605)
N (-1.398, -2.737, -0.883)
H (3.195, -1.352, 0.264)
H (3.271, -0.865, -1.320)
H (2.021, -2.003, -1.073)
H (2.435, 0.750, 0.234)
H (1.412, 0.738, -1.008)
H (0.909, -0.175, 1.891)
H (-0.055, 0.669, 0.740)
H (0.347, -2.262, 0.677)
H (-1.588, 0.422, -0.207)
H (-2.659, -0.500, -1.220)
H (-1.949, -2.585, -1.710)
H (-0.803, -3.490, -0.501)
H (0.375, -2.839, 3.526)
H (1.486, -1.935, 3.896)
O (0.743, -1.982, 3.279)
H (-2.163, -0.451, -4.049)
H (-1.411, 0.717, -3.176)
O (-2.229, 0.269, -3.424)
H (-2.646, 3.184, -2.397)
H (-2.694, 2.783, -0.886)
O (-2.112, 2.962, -1.630)
H (-1.352, 2.024, 4.530)
H (0.127, 1.761, 4.075)
O (-0.698, 2.194, 3.846)
H (1.192, 1.448, -3.059)
H (-0.137, 2.117, -2.602)
O (0.258, 1.533, -3.267)
H (-1.770, 2.374, 2.169)
H (-1.314, 3.305, 0.973)
O (-1.404, 2.402, 1.283)
H (2.936, 3.558, -1.154)
H (2.518, 3.605, 0.405)
O (2.819, 3.078, -0.335)
H (-0.256, -4.665, 1.443)
H (0.940, -4.721, 0.414)
O (-0.014, -4.626, 0.514)

Kohn-Sham gap ... 10.438 eV
HOMO level ... -13.029 eV
Net charge ... +1
Relative energy (zero: lowest compared OMol25 entry of this formula, charge and spin) ... 143.0 kJ/mol
Max |F| ... 0.0445 hartree/bohr

Here are the Löwdin charges for atoms 1 to 2, given in e: C -0.095; C -0.231



Here is C4H7N3 in the gas phase from the OMol25 dataset. Energies are from ωB97M-V/def2-TZVPD.

CARTESIAN COORDINATES (ANGSTROEM)
N (-1.588, 0.252, 1.749)
C (-0.765, -0.181, 0.702)
C (0.305, -1.042, 0.807)
N (0.967, -1.015, -0.406)
C (0.424, -0.042, -1.181)
N (1.433, 0.732, -1.825)
C (-0.751, 0.387, -0.603)
H (-1.623, -0.407, 2.513)
H (-2.517, 0.509, 1.448)
H (0.699, -1.595, 1.644)
H (1.906, -1.333, -0.586)
H (1.011, 1.554, -2.241)
H (1.893, 1.092, -0.983)
H (-1.410, 1.154, -0.993)

Kohn-Sham gap ... 8.260 eV
HOMO level ... -7.207 eV
Net charge ... 0
SMILES string ... Nc1c[nH]c(N)c1
Relative energy (zero: lowest compared OMol25 entry of this formula, charge and spin) ... 96.5 kJ/mol
Max |F| ... 0.0146 hartree/bohr

Here are the Löwdin charges for atoms 1 to 2, given in e: N 0.072; C -0.360



Here is 2 unconnected molecules or ions with the total composition C5H9N3 in a non-equilibrium geometry from the OMol25 dataset. Energies are from ωB97M-V/def2-TZVPD.

CARTESIAN COORDINATES (ANGSTROEM)
C (1.058, -1.599, 0.153)
C (2.370, -1.294, -0.086)
C (0.402, -0.363, 0.280)
C (1.325, 0.651, 0.203)
C (-2.556, -0.113, -0.359)
N (2.536, 0.067, -0.025)
N (1.231, 2.047, 0.247)
N (-1.689, 0.164, 0.750)
H (0.568, -2.603, 0.240)
H (3.311, -1.804, -0.123)
H (-2.685, -1.148, -0.720)
H (-3.520, 0.274, -0.201)
H (-2.064, 0.323, -1.134)
H (3.312, 0.655, 0.185)
H (1.701, 2.643, 0.906)
H (0.268, 2.232, 0.338)
H (-1.814, -0.566, 1.442)

Kohn-Sham gap ... 8.071 eV
HOMO level ... -7.597 eV
Net charge ... 0
Relative energy (zero: lowest compared OMol25 entry of this formula, charge and spin) ... 439.3 kJ/mol
Max |F| ... 0.0775 hartree/bohr

Here are the Löwdin charges for atoms 1 to 2, given in e: C -0.111; C -0.152